Molecular formula: C32H60INO20S
Method: DFT, ωB97M-V/def2-TZVPD

Each atom is followed by the atoms it is bonded to, with distances in Å.
Atoms and positions in Å:
1 H 6.24 -4.14 -2.99  N2 1.052
2 N 5.98 -3.63 -3.87  H1 1.052, C3 1.375
3 C 5.44 -2.42 -3.49  N2 1.375, C4 1.668, H29 1.170
4 C 5.32 -2.04 -1.87  C3 1.668, C5 1.673, H30 1.194, H31 1.169
5 C 6.24 -0.70 -1.49  C4 1.673, C6 1.673, O13 1.501, C17 1.637
6 C 7.75 -1.27 -1.93  C5 1.673, O7 1.481, H32 1.170, H33 1.194
7 O 8.81 -0.85 -0.98  C6 1.481, C8 1.471
8 C 9.52 0.34 -1.45  O7 1.471, C9 1.672, H34 1.194, H35 1.177
9 C 10.65 0.00 -2.64  C8 1.672, O10 1.478, H36 1.187, H37 1.194
10 O 11.41 1.24 -2.94  C9 1.478, C11 1.474
11 C 12.46 1.49 -1.94  O10 1.474, C12 1.643, H38 1.193, H39 1.189
12 C 13.83 2.14 -2.57  C11 1.643, H40 1.179, H41 1.170, H42 1.171
13 O 6.46 -0.53 -0.02  C5 1.501, C14 1.501
14 C 6.50 0.92 0.39  O13 1.501, O15 1.335, O16 1.479
15 O 6.64 1.46 1.60  C14 1.335
16 O 6.29 1.58 -0.91  C14 1.479, C17 1.501
17 C 5.76 0.76 -2.05  C5 1.637, O16 1.501, C18 1.648, C25 1.640
18 C 6.54 1.47 -3.32  C17 1.648, C19 1.647, H43 1.190, H44 1.194
19 C 5.74 1.36 -4.76  C18 1.647, C20 1.670, H45 1.189, H46 1.171
20 C 6.55 2.25 -5.91  C19 1.670, S21 1.892, H47 1.186, H48 1.192
21 S 5.65 2.21 -7.57  C20 1.892, O22 1.575, O23 1.563, O24 1.714
22 O 5.90 0.82 -8.27  S21 1.575
23 O 6.32 3.30 -8.47  S21 1.563
24 O 3.96 2.43 -7.44  S21 1.714, H49 1.004
25 C 4.17 1.19 -2.03  C17 1.640, I26 2.233, C27 1.636, H50 1.194
26 I 3.95 3.41 -2.14  C25 2.233
27 C 3.30 0.60 -0.78  C25 1.636, C28 1.647, H51 1.169, H52 1.194
28 C 2.44 1.72 0.07  C27 1.647, H53 1.192, H54 1.177, H55 1.194
29 H 5.07 -1.71 -4.34  C3 1.170
30 H 5.64 -2.98 -1.20  C4 1.194
31 H 4.17 -1.89 -1.67  C4 1.169
32 H 8.00 -1.08 -3.06  C6 1.170
33 H 7.67 -2.45 -1.81  C6 1.194
34 H 10.18 0.72 -0.53  C8 1.194
35 H 8.83 1.25 -1.73  C8 1.177
36 H 10.07 -0.42 -3.59  C9 1.187
37 H 11.37 -0.89 -2.31  C9 1.194
38 H 12.01 2.32 -1.20  C11 1.193
39 H 12.65 0.54 -1.25  C11 1.189
40 H 14.57 2.31 -1.67  C12 1.179
41 H 14.26 1.40 -3.36  C12 1.170
42 H 13.55 3.20 -2.98  C12 1.171
43 H 7.62 1.01 -3.52  C18 1.190
44 H 6.74 2.63 -3.15  C18 1.194
45 H 4.67 1.87 -4.69  C19 1.189
46 H 5.56 0.27 -5.14  C19 1.171
47 H 7.68 1.89 -5.99  C20 1.186
48 H 6.55 3.39 -5.56  C20 1.192
49 H 3.72 3.05 -6.68  O24 1.004
50 H 3.64 0.80 -3.02  C25 1.194
51 H 3.90 -0.03 0.01  C27 1.169
52 H 2.49 -0.15 -1.23  C27 1.194
53 H 3.13 2.49 0.67  C28 1.192
54 H 1.60 2.25 -0.55  C28 1.177
55 H 1.87 1.11 0.92  C28 1.194
56 C -3.54 0.62 3.74  C57 1.518, H63 1.095, H64 1.094, H65 1.094
57 C -2.30 -0.11 3.26  C56 1.518, O58 1.433, H66 1.095, H67 1.096
58 O -1.13 0.69 3.48  C57 1.433, C59 1.356
59 C -0.62 0.65 4.74  O58 1.356, O60 1.221, O61 1.356
60 O -1.06 0.00 5.67  C59 1.221
61 O 0.46 1.47 4.78  C59 1.356, C62 1.426
62 C 1.07 1.56 6.06  O61 1.426, H68 1.095, H69 1.094, H70 1.094
63 H -3.61 1.61 3.28  C56 1.095
64 H -4.45 0.05 3.49  C56 1.094
65 H -3.52 0.77 4.82  C56 1.094
66 H -2.37 -0.29 2.19  C57 1.095
67 H -2.20 -1.09 3.74  C57 1.096
68 H 1.32 0.57 6.45  C62 1.095
69 H 0.41 2.09 6.75  C62 1.094
70 H 2.00 2.13 5.96  C62 1.094
71 C -6.56 3.77 -0.77  C72 1.518, H78 1.095, H79 1.094, H80 1.094
72 C -7.95 3.30 -0.38  C71 1.518, O73 1.433, H81 1.095, H82 1.096
73 O -8.17 1.96 -0.84  C72 1.433, C74 1.356
74 C -7.68 0.98 -0.04  O73 1.356, O75 1.221, O76 1.356
75 O -7.07 1.14 1.00  C74 1.221
76 O -7.95 -0.22 -0.62  C74 1.356, C77 1.426
77 C -7.44 -1.34 0.09  O76 1.426, H83 1.095, H84 1.094, H85 1.094
78 H -6.39 3.64 -1.84  C71 1.095
79 H -6.42 4.82 -0.51  C71 1.094
80 H -5.79 3.18 -0.26  C71 1.094
81 H -8.70 3.93 -0.88  C72 1.095
82 H -8.12 3.38 0.70  C72 1.096
83 H -7.76 -1.33 1.14  C77 1.095
84 H -6.35 -1.36 0.03  C77 1.094
85 H -7.83 -2.25 -0.38  C77 1.094
86 C -10.12 0.18 2.29  C87 1.518, H93 1.095, H94 1.094, H95 1.094
87 C -9.24 0.71 3.41  C86 1.518, O88 1.433, H96 1.095, H97 1.096
88 O -9.75 1.96 3.90  C87 1.433, C89 1.356
89 C -10.77 1.87 4.79  O88 1.356, O90 1.221, O91 1.356
90 O -11.27 0.83 5.21  C89 1.221
91 O -11.14 3.12 5.14  C89 1.356, C92 1.426
92 C -12.24 3.17 6.05  O91 1.426, H98 1.095, H99 1.094, H100 1.094
93 H -10.24 0.94 1.50  C86 1.095
94 H -9.68 -0.72 1.85  C86 1.094
95 H -11.12 -0.06 2.65  C86 1.094
96 H -8.23 0.91 3.03  C87 1.095
97 H -9.14 -0.02 4.22  C87 1.096
98 H -12.04 2.57 6.94  C92 1.095
99 H -13.15 2.84 5.55  C92 1.094
100 H -12.37 4.21 6.36  C92 1.094
101 C -4.50 -5.98 2.74  C102 1.518, H108 1.095, H109 1.094, H110 1.094
102 C -4.63 -6.34 1.27  C101 1.518, O103 1.433, H111 1.095, H112 1.096
103 O -5.86 -7.04 1.03  C102 1.433, C104 1.356
104 C -6.96 -6.26 0.88  O103 1.356, O105 1.221, O106 1.356
105 O -6.98 -5.04 0.94  C104 1.221
106 O -8.02 -7.07 0.68  C104 1.356, C107 1.426
107 C -9.26 -6.37 0.56  O106 1.426, H113 1.095, H114 1.094, H115 1.094
108 H -4.62 -6.87 3.36  C101 1.095
109 H -3.52 -5.53 2.94  C101 1.094
110 H -5.28 -5.27 3.04  C101 1.094
111 H -3.82 -7.02 0.99  C102 1.095
112 H -4.54 -5.45 0.63  C102 1.096
113 H -9.21 -5.60 -0.21  C107 1.095
114 H -9.54 -5.94 1.52  C107 1.094
115 H -10.03 -7.09 0.27  C107 1.094

Charge ... 0
SMILES string ... [H]/N=C\C[C@]1(COCCOCC)OC(=O)O[C@]1(CCCS(=O)(=O)O)[C@H](I)CC.CCOC(=O)OC.CCOC(=O)OC.CCOC(=O)OC.CCOC(=O)OC
LUMO energy ... -0.0164 Eh
Total energy ... -3510.34427 Ha